No. 1
Density functional theory data (ωB97M-V with the def2-TZVPD basis set) for 3 unconnected molecules or ions with the total composition C21H45N5O2PS.

Geometry (Å):
1 S 2.52780 4.64129 1.81104
2 P 3.92171 5.09867 3.06818
3 O -0.04393 -0.25506 -2.04021
4 O -2.18960 -5.34326 0.13887
5 N 2.16365 4.15103 5.07297
6 N 1.94288 3.70850 7.39227
7 N -2.88179 -4.26932 -0.02238
8 N 0.68056 0.71338 -2.47870
9 N 1.71885 5.87167 6.40667
10 C -0.39436 1.88861 -0.55559
11 C -2.13021 -3.31433 -0.89097
12 C -2.28680 -3.63451 -2.38529
13 C -4.81018 -5.75763 0.43292
14 C -2.56671 -1.85962 -0.56812
15 C 0.87289 1.71300 -1.38815
16 C 1.92860 4.47724 6.36100
17 C 1.13008 3.11648 -2.00425
18 C 2.89929 -0.34537 -2.06789
19 C 1.90926 0.15049 -3.11868
20 C 1.99013 1.30795 -0.41531
21 C -3.69790 -4.00894 -2.83634
22 C 1.53997 -0.98718 -4.06404
23 C 3.25552 0.74049 -1.05668
24 C -0.63386 -3.34019 -0.59387
25 C -5.25608 -3.47677 -0.26786
26 C 2.61916 1.18740 -4.00965
27 C -4.29041 -5.07231 -1.91475
28 C 3.34246 5.03456 4.81712
29 C -4.26459 -4.64146 -0.45030
30 C 2.84157 6.34818 5.52104
31 H -0.16262 -4.26763 -0.91639
32 H 0.91949 5.95083 5.77724
33 H 2.47933 -1.20554 -1.53639
34 H -1.92530 -2.78724 -2.97065
35 H 2.55232 7.19026 4.92397
36 H -0.61455 1.01434 0.05556
37 H 3.89344 0.31460 -0.27867
38 H 2.32707 3.15268 4.96620
39 H -4.77040 -5.47529 1.48617
40 H 1.41240 3.09004 -3.05138
41 H 5.00645 4.20531 3.03339
42 H 0.22700 3.72600 -1.97452
43 H -4.33750 -3.12331 -2.87635
44 H -1.25973 2.08954 -1.18763
45 H -3.73235 -6.00547 -2.03856
46 H -1.63051 -4.47456 -2.63413
47 H 2.24517 4.06840 8.28932
48 H -0.26071 2.73623 0.11849
49 H 1.60316 0.54381 0.26762
50 H 0.80898 -0.65689 -4.80338
51 H 3.80351 -0.70453 -2.56237
52 H -5.23822 -3.10542 0.75810
53 H -1.83140 -1.36547 0.06714
54 H 1.93309 1.60192 -4.74953
55 H -4.26518 -6.69090 0.30691
56 H -2.66919 -1.25929 -1.47223
57 H 3.43711 0.70931 -4.54780
58 H 3.84172 1.53652 -1.52358
59 H 1.70606 2.72492 7.36267
60 H -5.85111 -5.95180 0.17685
61 H -0.15522 -2.52071 -1.13072
62 H -3.49909 -1.79065 -0.01573
63 H -5.07730 -2.63932 -0.93796
64 H -0.44008 -3.21120 0.47255
65 H -6.26853 -3.82109 -0.47822
66 H 1.13193 -1.84917 -3.53867
67 H 1.90969 3.65659 -1.46344
68 H 4.08603 4.65313 5.51118
69 H 3.06384 2.01138 -3.45619
70 H 3.64599 6.57109 6.20071
71 H 2.25167 2.16311 0.21027
72 H 2.42803 -1.32302 -4.59758
73 H -3.65755 -4.39640 -3.85626
74 H -5.31837 -5.29007 -2.21121
75 H 4.41692 6.40251 2.88890

Results
E_HOMO (alpha / beta) in eV: -9.328 / -10.227
Electronic energy in eV: -54164.883
Charge: +1
Orbital gap (alpha / beta) in eV: 4.58 / 5.48
Multiplicity: 3
<S²>: 2.008



No. 2
Density functional theory data (ωB97M-V with the def2-TZVPD basis set) for a gas-phase ion, C4H9N2O (charge +1).

Geometry (Å):
1 O -2.79604 1.57087 0.01859
2 N -0.01791 0.63670 0.96018
3 N -1.54783 0.31718 -1.34080
4 C 1.43384 -1.14516 -0.15584
5 C -1.75400 1.45527 -0.79499
6 C 0.04549 -0.59507 0.24684
7 C -0.73950 -0.61583 -1.07079
8 H 2.05348 -1.43544 0.73781
9 H -0.73209 0.68264 1.69269
10 H -1.19429 2.38394 -1.11431
11 H 1.21383 -2.06645 -0.83294
12 H 0.85596 0.80637 1.53457
13 H -0.40893 -1.39250 -1.67672
14 H -0.40540 -1.38897 0.86307
15 H -3.13681 2.39327 0.17617
16 H 1.95145 -0.36928 -0.62330

Results
E_HOMO in eV: -14.602
Energy above the lowest of the compared OMol25 structures with the same formula, charge and spin in kcal per mole: 65.6
SMILES: C[C@@H](N)C=[N+]=CO
Electronic energy in eV: -9313.169
Charge: +1
Orbital gap in eV: 10.25



No. 3
Density functional theory data (ωB97M-V with the def2-TZVPD basis set) for 2 unconnected molecules or ions with the total composition C8H16N3O.

Geometry (Å):
1 O -3.56130 1.78136 0.41435
2 N 2.46175 0.40375 0.25038
3 N -0.53226 1.53076 0.35666
4 N 0.08222 -0.65350 0.55457
5 C -2.43800 -1.58988 -0.24699
6 C 3.30130 -0.76940 0.06968
7 C -1.39287 -2.48334 0.08223
8 C -0.82182 0.24411 0.25109
9 C -3.34039 0.83661 -0.56649
10 C -0.19057 -2.06744 0.52285
11 C 2.74100 1.58027 -0.61802
12 C -2.29660 -0.22674 -0.23524
13 H 3.60942 2.14174 -0.56422
14 H 0.68329 -2.72843 0.63808
15 H 2.52500 1.19714 -1.69659
16 H 4.30887 -0.52033 0.34995
17 H 3.29627 -1.08258 -0.93652
18 H 2.86685 -1.55474 0.76475
19 H 0.39297 1.80403 0.56378
20 H -3.99599 1.37320 1.17055
21 H -2.93230 1.38702 -1.48647
22 H 1.05899 -0.30184 0.61221
23 H -4.27077 0.25190 -0.92666
24 H 2.62571 0.74616 1.22615
25 H -1.24097 2.21774 0.22130
26 H 1.93609 2.26852 -0.28778
27 H -3.34235 -2.15326 -0.65620
28 H -1.53352 -3.63287 0.17258

Results
E_HOMO in eV: -12.718
Energy above the lowest of the compared OMol25 structures with the same formula, charge and spin in kcal per mole: 15.6
Electronic energy in eV: -15065.901
Charge: +1
Orbital gap in eV: 9.51



In order of appearance, max |F| = 0.044; 0.095; 0.092 Eh/bohr.